{
  "formula": "C4H14NO2Si",
  "method": "the ωB97M-V functional and the def2-TZVPD basis",
  "fmax_ev_per_a": 0.844,
  "homo_ev": -14.671,
  "relative_energy_kcal_mol": 0.0,
  "total_charge": 1,
  "homo_lumo_gap_ev": 11.666,
  "species": ["C", "C", "C", "C", "N", "O", "O", "Si", "H", "H", "H", "H", "H", "H", "H", "H", "H", "H", "H", "H", "H", "H"],
  "coordinates": [[-2.4941, -2.0656, 0.1496], [2.8369, 0.4713, 1.2646], [-3.1262, -0.7841, -0.4018], [2.9627, 0.0299, -0.1783], [2.0140, 0.8146, -1.0206], [-0.5179, 0.8298, -0.4640], [-2.9191, 1.9249, 0.3457], [-2.0259, 0.7297, -0.2168], [-1.5606, -2.2966, -0.3584], [-2.2899, -1.9760, 1.2141], [-3.1731, -2.9017, 0.0054], [3.1173, 1.5164, 1.3791], [1.8176, 0.3351, 1.6174], [3.4960, -0.1267, 1.8888], [2.7152, -1.0262, -0.2821], [-3.3652, -0.9434, -1.4555], [3.9765, 0.1920, -0.5464], [2.0715, 0.5440, -2.0041], [-4.0721, -0.6028, 0.1135], [2.2291, 1.8124, -0.9406], [0.9736, 0.7132, -0.7109], [-2.6664, 2.8099, 0.6013]],
  "forces_ev_per_a": [[0.22, 0.06, 0.03], [0.00, -0.08, -0.08], [0.28, 0.18, 0.05], [0.15, -0.11, 0.30], [-0.23, 0.05, 0.00], [0.05, -0.16, 0.00], [-0.35, -0.11, 0.01], [-0.55, -0.64, 0.06], [0.07, -0.07, 0.00], [0.03, -0.08, 0.08], [-0.03, -0.04, 0.00], [0.02, 0.09, 0.06], [-0.08, 0.02, 0.08], [0.03, 0.01, 0.03], [-0.03, 0.08, -0.13], [0.02, 0.23, -0.07], [-0.11, -0.04, -0.10], [0.01, 0.14, 0.12], [0.09, 0.30, -0.09], [-0.03, -0.18, -0.17], [0.22, 0.10, -0.18], [0.25, 0.24, -0.01]]
}

{
  "formula": "C22H24ClN5O3S",
  "method": "the ωB97M-V functional and the def2-TZVPD basis",
  "fmax_ev_per_a": 0.916,
  "homo_ev": -8.046,
  "smiles": "COc1ccc(NC(=O)CSc2nnc(CCC(=O)Nc3ccc(C)c(Cl)c3)n2C)cc1",
  "relative_energy_kcal_mol": 0.0,
  "homo_lumo_gap_ev": 8.545,
  "species": ["C", "O", "C", "C", "C", "C", "N", "C", "O", "C", "S", "C", "N", "N", "C", "C", "C", "C", "O", "N", "C", "C", "C", "C", "C", "C", "Cl", "C", "N", "C", "C", "C", "H", "H", "H", "H", "H", "H", "H", "H", "H", "H", "H", "H", "H", "H", "H", "H", "H", "H", "H", "H", "H", "H", "H", "H"],
  "coordinates": [[3.6327, 0.6491, -2.6714], [2.3052, 1.1179, -2.6849], [1.3261, 0.3099, -2.2103], [0.0267, 0.8161, -2.2818], [-1.0496, 0.0715, -1.8538], [-0.8505, -1.2014, -1.3263], [-1.9057, -1.9980, -0.8433], [-3.2254, -1.8647, -1.1007], [-3.7086, -1.0434, -1.8543], [-4.1035, -2.8073, -0.2909], [-5.0537, -1.7731, 0.8944], [-3.7775, -0.6206, 1.2231], [-2.6608, -0.8639, 1.8459], [-1.9282, 0.2544, 1.7899], [-2.5944, 1.1707, 1.1315], [-2.1189, 2.5457, 0.8304], [-1.0083, 3.0361, 1.7703], [0.3968, 2.5897, 1.3609], [1.2086, 3.3725, 0.9166], [0.6089, 1.2702, 1.5819], [1.7669, 0.5313, 1.3804], [2.9930, 1.0913, 1.0343], [4.1008, 0.2776, 0.8837], [4.0369, -1.1004, 1.0517], [5.2388, -1.9738, 0.8720], [2.7985, -1.6367, 1.3946], [2.6385, -3.3502, 1.6039], [1.6800, -0.8479, 1.5684], [-3.7980, 0.6630, 0.7501], [-4.8402, 1.2407, -0.0504], [0.4417, -1.7019, -1.2395], [1.5218, -0.9629, -1.6841], [4.2325, 1.4586, -3.0838], [3.7472, -0.2422, -3.2973], [3.9670, 0.4286, -1.6534], [-0.1120, 1.8044, -2.6901], [-2.0480, 0.4644, -1.9466], [-1.6132, -2.7452, -0.2287], [-3.5443, -3.5548, 0.2690], [-4.8526, -3.2769, -0.9261], [-1.7622, 2.5787, -0.2043], [-2.9703, 3.2276, 0.9093], [-1.2098, 2.6954, 2.7870], [-1.0003, 4.1268, 1.7591], [-0.2156, 0.7247, 1.8609], [3.0688, 2.1550, 0.8845], [5.0515, 0.7265, 0.6326], [5.0523, -2.7280, 0.1078], [5.4676, -2.4982, 1.7992], [6.1039, -1.3837, 0.5814], [0.7361, -1.2906, 1.8471], [-5.8025, 1.0918, 0.4397], [-4.8585, 0.7443, -1.0243], [-4.6554, 2.3034, -0.1861], [0.6107, -2.6842, -0.8227], [2.5089, -1.3878, -1.6064]],
  "forces_ev_per_a": [[0.21, -0.09, 0.01], [-0.24, 0.16, -0.01], [-0.20, -0.15, 0.04], [0.30, -0.04, 0.01], [-0.07, 0.07, 0.01], [0.31, 0.10, -0.15], [0.14, -0.38, 0.03], [0.03, -0.53, 0.02], [-0.10, 0.15, -0.20], [-0.17, 0.27, 0.19], [0.14, -0.14, 0.03], [-0.49, -0.10, 0.08], [-0.44, -0.73, 0.27], [0.33, 0.60, 0.05], [-0.35, 0.03, -0.14], [0.03, 0.15, 0.04], [0.05, 0.14, -0.13], [-0.40, -0.04, 0.28], [0.25, 0.27, -0.17], [-0.13, -0.20, 0.11], [0.44, -0.10, -0.07], [-0.04, 0.20, -0.02], [-0.13, -0.23, 0.12], [0.05, -0.07, -0.05], [-0.03, -0.01, 0.03], [-0.02, 0.41, 0.03], [-0.07, -0.24, 0.01], [0.11, 0.11, 0.08], [0.72, -0.33, 0.46], [-0.43, 0.18, -0.47], [-0.37, 0.08, -0.13], [0.22, 0.24, -0.20], [0.01, -0.08, 0.03], [-0.01, 0.01, 0.02], [-0.03, -0.01, -0.10], [-0.03, 0.13, -0.06], [-0.05, 0.02, 0.00], [-0.24, 0.16, -0.01], [0.00, 0.00, -0.09], [0.11, -0.02, -0.06], [-0.08, 0.07, -0.02], [0.08, -0.02, -0.07], [-0.03, 0.04, 0.02], [0.08, -0.12, 0.02], [0.13, 0.15, -0.01], [-0.01, 0.04, 0.00], [0.09, 0.03, -0.04], [0.08, -0.07, -0.03], [0.09, -0.08, 0.00], [0.06, 0.03, -0.02], [-0.12, -0.10, 0.02], [0.07, 0.11, -0.05], [-0.02, 0.09, 0.11], [0.00, -0.01, 0.06], [0.04, -0.14, 0.07], [0.15, -0.01, 0.04]]
}

{
  "formula": "C5H10O2S",
  "method": "the ωB97M-V functional and the def2-TZVPD basis",
  "fmax_ev_per_a": 5.072,
  "homo_ev": -8.639,
  "relative_energy_kcal_mol": 133.5,
  "homo_lumo_gap_ev": 9.326,
  "species": ["C", "C", "C", "C", "C", "H", "H", "H", "H", "H", "H", "H", "H", "H", "H", "O", "O", "S"],
  "coordinates": [[1.9152, -1.4928, 0.1822], [0.4927, 0.5073, 0.1046], [0.5878, 2.0025, -0.3588], [-0.2985, 0.2993, 1.4575], [-1.8389, -0.8320, 0.0069], [1.5977, -1.6531, 1.3451], [1.0629, -1.8579, -0.4544], [3.0187, -1.9205, -0.0628], [0.6913, 2.7748, 0.7959], [1.7212, 2.0192, -1.0265], [-0.5994, 2.3333, -1.0809], [0.1833, -0.6332, 1.8972], [-0.3632, 1.0830, 2.1661], [-2.7640, -0.8112, -0.4388], [-1.3792, -1.8721, 0.1425], [1.8816, 0.0676, 0.0953], [-1.6931, 0.0873, 1.0411], [-0.6142, -0.2255, -1.2956]],
  "forces_ev_per_a": [[0.34, 1.41, 2.38], [0.38, 1.73, -1.23], [0.14, 2.18, 0.44], [-0.46, -2.92, -2.62], [4.89, -0.61, -0.08], [1.25, -0.32, -2.88], [1.29, 0.12, 0.35], [-2.90, 1.34, 0.54], [-0.20, -2.19, -3.96], [-3.85, 0.49, 1.89], [4.34, -0.78, 2.50], [-1.09, 1.04, -0.08], [0.39, 0.94, 0.34], [-2.29, -0.03, -0.49], [-1.32, 1.18, 0.74], [-1.68, -2.96, -0.02], [0.41, -0.47, 1.13], [0.36, -0.15, 1.06]]
}

| no. | lowest unoccupied orbital energy (eV) | E_tot (eV) |
| --- | --- | --- |
| 1 | -3.005 | -17834.341 |
| 2 | 0.499 | -60155.729 |
| 3 | 0.687 | -20271.904 |